[1]
148
Properties=species:S:1:pos:R:3 method="wB97M-V/def2-TZVPD" homo_lumo_gap_ha=0.21029 e_lumo_ev=-5.4689 total_charge=+1 total_energy_ev=-88308.2489 spin_multiplicity=1
C -2.16 1.37 -0.84
C -1.47 -0.03 -1.00
C -0.05 0.17 -1.69
C 0.86 0.86 -0.83
C 1.13 0.13 0.52
C -0.18 -0.19 1.33
N -1.24 -0.71 0.38
O -2.13 -1.71 0.76
C -0.70 1.10 2.10
C 0.28 -1.17 2.42
C -2.24 -1.05 -1.87
H -2.55 1.49 -1.85
H -1.64 2.27 -0.51
H -3.09 1.31 -0.27
H -0.16 0.65 -2.66
H 0.35 -0.81 -1.96
H 0.57 1.88 -0.59
H 1.73 1.00 -1.47
H 1.91 0.57 1.14
H 1.50 -0.87 0.32
H -0.85 2.02 1.54
H 0.07 1.41 2.81
H -1.62 0.94 2.66
H -0.54 -1.42 3.10
H 1.05 -0.70 3.03
H 0.73 -2.03 1.93
H -1.87 -2.07 -1.95
H -2.15 -0.77 -2.92
H -3.29 -1.06 -1.58
C 4.89 5.41 -1.45
C 4.66 4.08 -2.02
O 3.19 3.80 -1.92
O 4.30 6.36 -2.33
H 5.95 5.65 -1.31
H 4.44 5.44 -0.46
H 5.23 3.32 -1.48
H 4.96 3.97 -3.06
H 2.93 2.90 -2.12
H 3.41 6.05 -2.50
C 3.54 1.32 -4.53
C 3.41 -0.19 -5.02
O 3.51 -1.18 -4.11
O 2.52 1.81 -3.81
H 3.77 2.04 -5.32
H 4.34 1.28 -3.79
H 4.29 -0.11 -5.65
H 2.44 -0.28 -5.53
H 3.48 -0.71 -3.27
H 1.90 2.28 -4.37
O 4.21 -0.49 -1.65
C 5.09 -0.33 -0.84
N 6.33 -0.70 -1.00
C 4.93 0.44 0.40
H 6.66 -0.79 -1.95
H 7.02 -0.68 -0.26
H 5.66 1.25 0.50
H 4.87 -0.26 1.23
H 4.01 1.01 0.48
O -5.56 -1.11 5.06
C -4.73 -0.58 4.40
N -4.68 0.78 4.31
C -3.66 -1.42 3.70
H -5.43 1.20 4.83
H -4.13 1.41 3.74
H -4.03 -1.94 2.82
H -3.37 -2.20 4.40
H -2.85 -0.74 3.44
O 0.35 4.83 -0.20
C 1.01 4.68 0.76
N 2.17 4.03 0.66
C 0.47 5.00 2.11
H 2.57 3.76 -0.23
H 2.67 3.65 1.45
H 0.74 6.02 2.40
H 0.95 4.34 2.83
H -0.62 5.01 2.17
O 3.32 -1.55 2.71
C 3.51 -2.77 2.45
N 2.59 -3.62 2.84
C 4.74 -3.33 1.76
H 1.73 -3.14 3.04
H 2.67 -4.56 3.19
H 4.72 -4.41 1.92
H 5.69 -2.83 1.97
H 4.60 -3.27 0.68
O 0.09 -3.54 -1.09
C 0.79 -4.16 -1.92
N 1.21 -5.40 -1.63
C 1.35 -3.58 -3.23
H 0.73 -5.79 -0.83
H 1.92 -5.90 -2.14
H 1.98 -2.78 -2.84
H 0.45 -3.26 -3.77
H 1.87 -4.32 -3.84
O 3.69 -0.89 7.43
C 3.83 -0.97 6.19
N 4.67 -1.68 5.48
C 3.18 0.13 5.36
H 5.44 -2.16 5.94
H 4.84 -1.44 4.52
H 3.76 0.28 4.46
H 3.21 0.92 6.11
H 2.15 -0.15 5.10
O -1.38 -2.82 -6.42
C -1.25 -1.63 -6.62
N -0.09 -1.23 -7.10
C -2.30 -0.64 -6.33
H 0.41 -2.06 -7.39
H 0.22 -0.29 -7.32
H -3.16 -0.67 -7.01
H -2.04 0.42 -6.30
H -2.84 -0.87 -5.41
O -5.70 -0.55 -0.27
C -6.18 -0.14 0.74
N -7.04 -0.88 1.45
C -6.05 1.31 1.26
H -7.15 -1.86 1.24
H -7.55 -0.57 2.26
H -5.10 1.15 1.78
H -6.82 1.53 1.99
H -6.08 1.90 0.34
O -0.33 1.66 5.27
C -0.80 1.06 6.21
N -1.40 1.68 7.19
C -0.61 -0.41 6.58
H -1.27 1.27 8.11
H -1.33 2.68 7.10
H -1.42 -0.74 7.23
H 0.31 -0.55 7.14
H -0.57 -1.14 5.77
O -6.07 -3.59 1.13
C -5.74 -4.13 0.07
N -4.91 -3.46 -0.78
C -6.11 -5.50 -0.33
H -5.03 -2.48 -0.55
H -4.76 -3.77 -1.73
H -6.20 -6.00 0.63
H -5.19 -5.92 -0.75
H -6.97 -5.57 -1.00
O -3.97 1.09 -4.26
C -3.72 2.31 -4.45
N -4.66 3.15 -4.88
C -2.34 2.81 -4.45
H -4.28 4.03 -5.22
H -5.55 2.74 -5.13
H -1.65 2.01 -4.17
H -2.11 3.52 -3.65
H -2.04 3.29 -5.37


[2]
12
Properties=species:S:1:pos:R:3 method="wB97M-V/def2-TZVPD" de_lowest_kcal_mol=64.1 homo_lumo_gap_ha=0.30544 e_lumo_ev=-0.6161 total_energy_ev=-11181.1885 spin_multiplicity=1 smiles="N/N=C1/C=NNC1=O"
C -0.11 -0.54 -0.23
C 1.11 -1.28 -0.01
C 0.42 0.90 -0.07
H -3.27 -0.44 -0.16
H -2.06 1.04 -0.15
H 1.27 -2.38 0.38
H 2.59 1.41 0.15
N -2.31 0.03 0.15
N -1.38 -0.93 -0.07
N 2.16 -0.54 0.07
N 1.78 0.76 -0.07
O -0.19 1.97 0.03


[3]
8
Properties=species:S:1:pos:R:3 method="wB97M-V/def2-TZVPD" de_lowest_kcal_mol=73.4 homo_lumo_gap_ha="0.24833 / 0.24679" e_lumo_ev="0.6975 / -3.2180" total_energy_ev=-12288.8093 spin_multiplicity=3
C 1.43 2.29 0.77
C 1.45 1.20 0.25
C 1.93 -1.06 -0.86
C 1.68 -0.02 -0.32
I -3.89 -2.10 0.64
H 0.88 3.14 0.99
H 1.74 -1.88 -1.50
H -5.23 -1.58 0.02


[4]
20
Properties=species:S:1:pos:R:3 method="wB97M-V/def2-TZVPD" de_lowest_kcal_mol=49.6 homo_lumo_gap_ha=0.29775 e_lumo_ev=0.3036 total_energy_ev=-17368.8902 spin_multiplicity=1 smiles="[SiH3]c1cccc2c1C=CC2"
C -1.16 1.30 -1.65
C -0.40 2.09 -0.78
C -1.20 -0.10 -1.77
C 0.41 0.02 0.38
C 0.38 1.37 0.13
C -0.65 -0.93 -0.84
C 1.22 -0.36 1.46
C 1.72 0.79 2.01
C 1.24 1.96 1.24
Si -0.94 -2.73 -0.49
H -1.49 1.84 -2.56
H -0.41 3.18 -0.72
H -1.89 -0.48 -2.52
H 1.26 -1.40 1.74
H 2.38 0.79 2.88
H 2.17 2.31 0.81
H 0.91 2.89 1.86
H -1.29 -3.60 -1.61
H -1.75 -2.58 0.61
H 0.38 -3.45 -0.20


[5]
13
Properties=species:S:1:pos:R:3 method="wB97M-V/def2-TZVPD" de_lowest_kcal_mol=70.4 homo_lumo_gap_ha=0.40304 e_lumo_ev=1.0227 total_energy_ev=-9270.4473 spin_multiplicity=1
N 1.45 -1.20 -1.08
C 1.04 -0.19 -0.44
O 1.67 0.87 0.15
C 0.42 1.35 0.74
C -0.29 0.15 0.14
C -1.60 -0.20 -0.40
N -1.02 -0.92 0.76
H 2.47 -1.21 -1.18
H 0.47 1.37 1.83
H 0.16 2.32 0.33
H -1.61 -0.64 -1.40
H -2.50 0.11 0.10
H -0.65 -1.81 0.46